Entry 1:
{"formula": "C5H13N2O", "method": "ωB97M-V/def2-TZVPD", "species": ["C", "C", "N", "C", "O", "C", "C", "N", "H", "H", "H", "H", "H", "H", "H", "H", "H", "H", "H", "H", "H"], "coordinates": [[-0.4033, 1.4951, 2.5499], [-0.9152, 0.9378, 1.2623], [-0.5783, -0.4657, 1.2101], [-0.0460, -1.1148, 0.1280], [0.4295, -2.2611, 0.1673], [0.0625, -0.5471, -1.3311], [1.0968, 0.5255, -1.2977], [0.2134, -1.6240, -2.3052], [0.6104, 1.2825, 2.8176], [-0.9608, 1.2163, 3.4586], [-0.5566, 2.6045, 2.6127], [-0.6454, 1.5232, 0.3048], [-2.0445, 0.9843, 1.3446], [-0.4224, -0.9624, 2.0630], [-0.9424, -0.1058, -1.4250], [1.5501, 0.9302, -0.3420], [0.7180, 1.3854, -1.8889], [2.1009, 0.1988, -1.7995], [-0.6990, -1.8739, -2.9389], [1.0615, -1.5932, -2.8809], [0.3707, -2.5356, -1.7098]], "total_charge": 1, "lumo_energy_ha": -0.132, "spin_multiplicity": 1, "e_tot_ev": -10416.285, "de_lowest_kcal_mol": 44.07, "largest_force_ev_per_a": 4.34, "orbital_gap_ev": 10.13}

Entry 2:
{"formula": "C4H12", "method": "ωB97M-V/def2-TZVPD", "species": ["C", "C", "H", "H", "H", "H", "H", "H", "C", "C", "H", "H", "H", "H", "H", "H"], "coordinates": [[0.2519, 0.7543, 1.7125], [1.4898, 1.4693, 1.1290], [0.3435, -0.3227, 1.5917], [0.0813, 1.0780, 2.7406], [-0.6847, 1.0106, 1.2143], [1.1922, 2.5237, 0.9929], [1.6847, 1.0576, 0.1444], [2.3012, 1.4112, 1.8378], [-0.6243, -1.6355, -1.9506], [-1.1303, -0.6418, -0.9402], [-0.9645, -2.6564, -1.8716], [-0.7048, -1.2809, -2.9783], [0.4607, -1.7134, -1.7790], [-1.2383, -0.9989, 0.0898], [-2.1072, -0.1703, -1.0841], [-0.3513, 0.1151, -0.8489]], "lumo_energy_ha": 0.042, "spin_multiplicity": 1, "e_tot_ev": -4342.150, "de_lowest_kcal_mol": 8.73, "largest_force_ev_per_a": 2.00, "orbital_gap_ev": 12.76}

Entry 3:
{"formula": "C23H53GdNOP3", "method": "ωB97M-V/def2-TZVPD", "species": ["Gd", "P", "P", "N", "C", "H", "H", "C", "H", "H", "C", "H", "H", "C", "H", "H", "C", "C", "H", "H", "H", "C", "C", "H", "H", "H", "C", "C", "H", "H", "H", "C", "C", "H", "H", "H", "C", "C", "H", "H", "H", "C", "H", "H", "H", "C", "H", "H", "H", "C", "H", "H", "H", "H", "H", "H", "H", "O", "H", "H", "C", "C", "P", "C", "C", "C", "C", "H", "H", "H", "H", "H", "H", "H", "H", "H", "H", "H", "H", "H", "H", "H"], "coordinates": [[-0.3642, 0.3992, 0.1448], [-0.4831, 1.8604, -2.2255], [-0.7218, -3.3566, 0.0934], [-2.4906, 0.2807, -0.1402], [-2.2898, 2.1558, -1.8434], [-2.3511, 3.0338, -1.1761], [-2.7733, 2.4028, -2.7968], [-3.1106, 0.9636, -1.2769], [-4.1467, 1.2878, -1.0353], [-3.2257, 0.2585, -2.1209], [-2.9650, -1.1033, 0.0371], [-3.2962, -1.5120, -0.9256], [-3.8844, -1.0100, 0.6477], [-2.1166, -2.2163, 0.7406], [-2.8753, -2.9993, 0.9046], [-1.8446, -1.8750, 1.7556], [0.2615, -3.6324, 1.6416], [0.6345, -2.3587, 2.4147], [-0.2217, -1.7274, 2.6947], [1.3909, -1.7552, 1.8839], [1.0799, -2.6819, 3.3673], [-1.1533, -5.0534, -0.4896], [-0.0219, -5.7976, -1.2412], [-0.4618, -6.6664, -1.7503], [0.7293, -6.1636, -0.5293], [0.5001, -5.2279, -2.0186], [-0.2781, 1.3672, -3.9969], [1.1968, 1.3161, -4.4378], [1.2595, 0.9118, -5.4582], [1.7939, 0.6558, -3.7951], [1.6694, 2.3066, -4.4494], [0.3048, 3.5245, -1.9695], [1.8434, 3.4339, -1.9187], [2.2179, 4.0739, -1.1075], [2.3129, 3.7797, -2.8495], [2.2132, 2.4207, -1.7089], [0.5592, -2.8296, -1.1625], [-1.7131, -5.9620, 0.6237], [-2.3632, -5.4224, 1.3255], [-2.3188, -6.7334, 0.1283], [-0.9248, -6.4774, 1.1950], [-1.1556, 2.1183, -5.0032], [-0.9422, 1.7354, -6.0106], [-2.2227, 1.9484, -4.8184], [-0.9731, 3.1975, -5.0206], [-0.2009, 4.6174, -2.9103], [0.1199, 5.5945, -2.5209], [0.2093, 4.5303, -3.9223], [-1.2946, 4.6517, -2.9731], [1.5219, -4.4806, 1.4270], [2.2117, -4.0451, 0.6887], [2.0509, -4.5291, 2.3895], [1.2951, -5.5139, 1.1449], [-0.4320, -4.2202, 2.2701], [-0.0279, 3.8061, -0.9544], [-1.9781, -4.8640, -1.2007], [-0.6385, 0.3225, -3.9934], [0.6171, -1.4528, -0.9892], [0.4144, -3.2329, -2.2002], [1.4604, -3.5200, -1.2022], [3.6907, 1.6564, 1.9220], [2.3218, 1.1845, 2.4102], [0.9298, 2.3017, 1.9225], [-0.5374, 1.4033, 2.6732], [-0.9851, 1.8613, 4.0655], [1.2199, 3.7730, 2.9614], [1.9020, 3.5829, 4.3164], [3.6827, 1.8827, 0.8492], [4.4258, 0.8578, 2.0836], [4.0484, 2.5452, 2.4562], [2.1224, 0.1775, 2.0063], [2.3008, 1.0937, 3.5040], [-1.4056, 1.5445, 1.9855], [-0.2842, 0.3254, 2.7328], [-1.1804, 2.9375, 4.1082], [-1.9190, 1.3432, 4.3180], [-0.2529, 1.6028, 4.8397], [1.8279, 4.4505, 2.3388], [0.2429, 4.2599, 3.0987], [2.8807, 3.0969, 4.2395], [2.0677, 4.5710, 4.7623], [1.2946, 3.0137, 5.0302]], "total_charge": 2, "lumo_energy_ha": [-0.182, -0.266], "spin_multiplicity": 8, "e_tot_ev": -76934.481, "de_lowest_kcal_mol": 0.00, "largest_force_ev_per_a": 2.78, "orbital_gap_ev": [9.28, 6.59], "s_squared": 16.07}

Entry 4:
{"formula": "C4H12N2O", "method": "ωB97M-V/def2-TZVPD", "species": ["C", "N", "C", "O", "C", "C", "N", "H", "H", "H", "H", "H", "H", "H", "H", "H", "H", "H", "H"], "coordinates": [[-0.0413, 0.3987, -0.4866], [0.9676, 0.7996, 0.5292], [0.5521, 1.8926, 1.3960], [1.0169, 1.9490, 2.7590], [-0.1126, -1.1900, -0.6194], [-0.7764, -1.3825, -1.9398], [-0.7946, -1.9250, 0.4327], [0.4415, 0.6014, -1.4050], [-1.0412, 0.9555, -0.2800], [1.9100, 1.0215, 0.1947], [-0.5959, 1.8098, 1.5409], [0.6430, 2.9066, 0.9944], [1.7435, 1.3185, 2.8246], [1.0385, -1.6328, -0.6147], [-1.8097, -0.9158, -2.1616], [-0.8674, -2.3803, -2.2446], [-0.0211, -1.0396, -2.7195], [-1.8497, -1.6620, 0.4454], [-0.4033, -1.5251, 1.3543]], "total_charge": 1, "lumo_energy_ha": [-0.113, -0.314], "spin_multiplicity": 2, "e_tot_ev": -9359.766, "de_lowest_kcal_mol": 61.14, "largest_force_ev_per_a": 4.33, "orbital_gap_ev": [11.74, 5.61], "s_squared": 0.76}

Entry 5:
{"formula": "C24H20O6", "method": "ωB97M-V/def2-TZVPD", "species": ["C", "C", "C", "C", "C", "C", "C", "C", "C", "C", "C", "C", "C", "C", "C", "O", "O", "C", "C", "C", "O", "C", "C", "C", "C", "C", "C", "O", "O", "O", "H", "H", "H", "H", "H", "H", "H", "H", "H", "H", "H", "H", "H", "H", "H", "H", "H", "H", "H", "H"], "coordinates": [[2.2499, 2.8356, 1.4724], [1.2875, 1.6561, 1.4381], [0.7527, 1.4198, 0.0208], [-0.0986, 0.1875, -0.0518], [-1.4700, 0.2492, -0.0898], [-2.2645, -0.9043, -0.1589], [-3.7047, -0.9010, -0.2108], [-4.4564, 0.3612, -0.3043], [-5.4772, 0.6352, 0.6008], [-6.1998, 1.8102, 0.5038], [-5.9213, 2.7170, -0.5053], [-4.9170, 2.4438, -1.4191], [-4.1845, 1.2751, -1.3192], [-4.3597, -2.0879, -0.1853], [-3.6723, -3.3601, -0.1529], [-4.2023, -4.4435, -0.1299], [-2.2993, -3.3171, -0.1668], [-1.6218, -2.1498, -0.1503], [-0.2308, -2.2341, -0.1184], [0.5285, -1.0797, -0.0691], [1.8806, -1.0529, -0.0209], [2.6128, -2.2479, -0.1483], [4.0634, -1.8799, -0.1032], [5.1653, -2.6035, 0.2767], [6.2677, -1.7462, 0.1130], [5.7566, -0.5554, -0.3503], [6.4466, 0.6919, -0.6650], [7.6416, 0.8416, -0.5991], [5.6088, 1.6711, -1.0348], [4.4166, -0.6504, -0.4831], [1.7566, 3.7441, 1.1329], [2.6155, 3.0010, 2.4832], [3.1020, 2.6432, 0.8242], [0.4493, 1.8374, 2.1148], [1.8057, 0.7580, 1.7757], [1.6051, 1.3018, -0.6509], [0.1723, 2.2877, -0.2964], [-1.9552, 1.2130, -0.0613], [-5.6894, -0.0716, 1.3894], [-6.9849, 2.0175, 1.2158], [-6.4885, 3.6325, -0.5824], [-4.7037, 3.1433, -2.2140], [-3.4142, 1.0538, -2.0439], [-5.4364, -2.1398, -0.2225], [0.2091, -3.2177, -0.1217], [2.3914, -2.9477, 0.6697], [2.3766, -2.7440, -1.1036], [5.1785, -3.6151, 0.6264], [7.2988, -1.9545, 0.3093], [6.1130, 2.4754, -1.2336]], "lumo_energy_ha": 0.000, "spin_multiplicity": 1, "e_tot_ev": -37497.868, "de_lowest_kcal_mol": 0.23, "largest_force_ev_per_a": 1.17, "orbital_gap_ev": 8.39}

Entry 6:
{"formula": "C37H45CsN8O3", "method": "ωB97M-V/def2-TZVPD", "species": ["Cs", "C", "C", "N", "C", "C", "N", "C", "C", "N", "C", "C", "N", "C", "C", "C", "C", "C", "C", "C", "N", "H", "H", "H", "H", "H", "H", "H", "H", "H", "H", "H", "H", "H", "H", "H", "H", "H", "H", "H", "H", "H", "H", "H", "C", "O", "C", "C", "C", "C", "C", "C", "N", "C", "N", "C", "C", "C", "C", "C", "C", "O", "C", "N", "C", "C", "C", "C", "C", "C", "O", "C", "H", "H", "H", "H", "H", "H", "H", "H", "H", "H", "H", "H", "H", "H", "H", "H", "H", "H", "H", "H", "H", "H"], "coordinates": [[0.5431, -1.2147, 0.7759], [1.9375, 2.8158, 2.8141], [2.0909, 1.3371, 2.6015], [1.2990, 0.4480, 3.0484], [0.1057, 0.7980, 3.8018], [-0.7440, -0.4349, 4.1403], [-0.2928, -1.2262, 5.2576], [0.5332, -2.4020, 5.0731], [2.0479, -2.2503, 4.8097], [2.4141, -2.4754, 3.4169], [3.8254, -2.7631, 3.1990], [4.0742, -3.7194, 2.0327], [3.9510, -3.3916, 0.6232], [4.0447, -2.2672, 0.0591], [3.9576, -2.1948, -1.4389], [4.2468, -0.9196, 0.7075], [5.4620, -0.2439, 0.5985], [5.5667, 1.0232, 1.1471], [4.4652, 1.5883, 1.7736], [3.2963, 0.8403, 1.8518], [3.2026, -0.3835, 1.3225], [0.8848, 3.0959, 2.8073], [2.4458, 3.3866, 2.0412], [2.3464, 3.0978, 3.7885], [-0.5001, 1.5296, 3.2512], [0.3999, 1.2627, 4.7523], [-0.7904, -1.1050, 3.2788], [-1.7733, -0.0931, 4.3002], [-0.0135, -0.6705, 6.0524], [0.1034, -2.9974, 4.2634], [0.4165, -3.0005, 5.9815], [2.5662, -3.0056, 5.4065], [2.3820, -1.2684, 5.1883], [2.1690, -1.6430, 2.8928], [4.1931, -3.3157, 4.0696], [4.4484, -1.8588, 3.1397], [3.4050, -4.5699, 2.1815], [5.0918, -4.1188, 2.1352], [3.7966, -3.1875, -1.8509], [4.8710, -1.7635, -1.8562], [3.1343, -1.5438, -1.7416], [6.2984, -0.7118, 0.0963], [6.4987, 1.5699, 1.0860], [4.5252, 2.5780, 2.2013], [-4.2690, 3.7950, -2.4884], [-3.2718, 3.7043, -3.5008], [-3.4107, 2.5642, -4.2730], [-4.0875, 2.6070, -5.4761], [-4.1868, 1.4617, -6.2541], [-3.5925, 0.2902, -5.8162], [-2.8966, 0.2448, -4.6178], [-2.8057, 1.3833, -3.8205], [-2.1226, 1.4423, -2.6091], [-1.7415, 0.3830, -1.7908], [-2.6246, -0.6293, -1.7822], [-2.5795, -1.9866, -1.3162], [-1.4203, -2.6147, -0.8608], [-1.6503, -3.9425, -0.4537], [-2.8777, -4.5920, -0.5037], [-3.9877, -3.9232, -1.0012], [-3.8292, -2.6156, -1.4196], [-4.9130, -1.8925, -1.9295], [-5.3753, -2.3939, -3.1742], [-0.6566, 0.4108, -1.0874], [0.2699, 1.4455, -1.1317], [1.5915, 1.1640, -1.4795], [2.5963, 2.1190, -1.4114], [2.2980, 3.3941, -0.9694], [0.9962, 3.7087, -0.5929], [-0.0026, 2.7504, -0.6596], [-1.2970, 2.9770, -0.2755], [-1.6341, 4.2754, 0.1654], [-4.0665, 4.7069, -1.9295], [-4.2171, 2.9323, -1.8173], [-5.2666, 3.8532, -2.9307], [-4.5243, 3.5467, -5.7893], [-4.7178, 1.4885, -7.1959], [-3.6550, -0.6056, -6.4205], [-2.4198, -0.6727, -4.3001], [-1.8202, 2.3605, -2.3310], [-3.5278, -0.3998, -2.1723], [-0.8084, -4.5327, -0.0846], [-2.9743, -5.6170, -0.1614], [-4.9620, -4.3928, -1.0610], [-5.7967, -3.3974, -3.0689], [-4.5643, -2.4275, -3.9093], [-6.1517, -1.7119, -3.5199], [1.8111, 0.1662, -1.8383], [3.6053, 1.8586, -1.7061], [3.0655, 4.1558, -0.9183], [0.7691, 4.7075, -0.2459], [-2.6922, 4.2414, 0.4128], [-1.4683, 5.0200, -0.6191], [-1.0637, 4.5577, 1.0558]], "lumo_energy_ha": -0.008, "spin_multiplicity": 1, "e_tot_ev": -57707.024, "largest_force_ev_per_a": 1.26, "orbital_gap_ev": 5.63}

Entry 7:
{"formula": "C3H9N2", "method": "ωB97M-V/def2-TZVPD", "species": ["C", "C", "C", "N", "N", "H", "H", "H", "H", "H", "H", "H", "H", "H"], "coordinates": [[-2.0948, 0.7268, 1.8273], [1.0063, 0.9400, -0.9447], [1.4415, -1.3709, -0.8800], [-1.6697, 0.3926, 0.7089], [0.6789, -0.1831, -0.5239], [-1.5181, 1.3063, 2.6060], [-3.1411, 0.4510, 2.1021], [0.4434, 1.8785, -0.7218], [1.8068, 1.1497, -1.6939], [0.8382, -2.2311, -1.0726], [2.2089, -1.1332, -1.6502], [2.1553, -1.6129, -0.1432], [-2.1655, -0.2549, 0.0944], [0.0098, -0.0588, 0.2919]], "total_charge": 1, "lumo_energy_ha": -0.164, "spin_multiplicity": 1, "e_tot_ev": -6228.633, "de_lowest_kcal_mol": 55.69, "largest_force_ev_per_a": 4.26, "orbital_gap_ev": 9.94}

Entry 8:
{"formula": "C2H8N2S", "method": "ωB97M-V/def2-TZVPD", "species": ["C", "S", "H", "H", "H", "N", "C", "N", "H", "H", "H", "H", "H"], "coordinates": [[-3.0528, -1.0227, 1.4269], [-2.4902, 0.1469, 0.1882], [-2.3767, -1.0758, 2.2852], [-4.0315, -0.7710, 1.8486], [-3.1451, -2.0151, 0.9790], [1.2012, 0.4828, 0.0993], [1.5836, 0.7182, -1.1089], [2.7934, 0.5836, -1.5963], [1.7939, 0.0469, 0.7901], [0.3080, 0.8943, 0.4139], [0.7915, 1.0585, -1.7645], [3.0564, 0.6127, -2.5652], [3.5682, 0.3407, -0.9964]], "lumo_energy_ha": -0.021, "spin_multiplicity": 1, "e_tot_ev": -16016.862, "de_lowest_kcal_mol": 44.58, "largest_force_ev_per_a": 1.30, "orbital_gap_ev": 4.77}

What did the fifth record say?
{"formula": "C24H20O6", "method": "ωB97M-V/def2-TZVPD", "species": ["C", "C", "C", "C", "C", "C", "C", "C", "C", "C", "C", "C", "C", "C", "C", "O", "O", "C", "C", "C", "O", "C", "C", "C", "C", "C", "C", "O", "O", "O", "H", "H", "H", "H", "H", "H", "H", "H", "H", "H", "H", "H", "H", "H", "H", "H", "H", "H", "H", "H"], "coordinates": [[2.2499, 2.8356, 1.4724], [1.2875, 1.6561, 1.4381], [0.7527, 1.4198, 0.0208], [-0.0986, 0.1875, -0.0518], [-1.4700, 0.2492, -0.0898], [-2.2645, -0.9043, -0.1589], [-3.7047, -0.9010, -0.2108], [-4.4564, 0.3612, -0.3043], [-5.4772, 0.6352, 0.6008], [-6.1998, 1.8102, 0.5038], [-5.9213, 2.7170, -0.5053], [-4.9170, 2.4438, -1.4191], [-4.1845, 1.2751, -1.3192], [-4.3597, -2.0879, -0.1853], [-3.6723, -3.3601, -0.1529], [-4.2023, -4.4435, -0.1299], [-2.2993, -3.3171, -0.1668], [-1.6218, -2.1498, -0.1503], [-0.2308, -2.2341, -0.1184], [0.5285, -1.0797, -0.0691], [1.8806, -1.0529, -0.0209], [2.6128, -2.2479, -0.1483], [4.0634, -1.8799, -0.1032], [5.1653, -2.6035, 0.2767], [6.2677, -1.7462, 0.1130], [5.7566, -0.5554, -0.3503], [6.4466, 0.6919, -0.6650], [7.6416, 0.8416, -0.5991], [5.6088, 1.6711, -1.0348], [4.4166, -0.6504, -0.4831], [1.7566, 3.7441, 1.1329], [2.6155, 3.0010, 2.4832], [3.1020, 2.6432, 0.8242], [0.4493, 1.8374, 2.1148], [1.8057, 0.7580, 1.7757], [1.6051, 1.3018, -0.6509], [0.1723, 2.2877, -0.2964], [-1.9552, 1.2130, -0.0613], [-5.6894, -0.0716, 1.3894], [-6.9849, 2.0175, 1.2158], [-6.4885, 3.6325, -0.5824], [-4.7037, 3.1433, -2.2140], [-3.4142, 1.0538, -2.0439], [-5.4364, -2.1398, -0.2225], [0.2091, -3.2177, -0.1217], [2.3914, -2.9477, 0.6697], [2.3766, -2.7440, -1.1036], [5.1785, -3.6151, 0.6264], [7.2988, -1.9545, 0.3093], [6.1130, 2.4754, -1.2336]], "lumo_energy_ha": 0.000, "spin_multiplicity": 1, "e_tot_ev": -37497.868, "de_lowest_kcal_mol": 0.23, "largest_force_ev_per_a": 1.17, "orbital_gap_ev": 8.39}